# 1
The following is a quantum chemistry calculation of the ion C3H9N2S with charge -1, from OMol25.

```
15
Properties=species:S:1:pos:R:3:forces:R:3
N -1.882 -2.985 -0.331 -0.93 1.69 0.48
C -1.850 -1.574 0.272 -0.97 0.08 -2.07
N -0.733 -0.881 -0.371 0.56 0.93 0.82
C 0.099 0.122 0.503 -3.74 0.54 -3.63
C 0.850 1.002 -0.556 0.50 0.52 -0.37
S 1.907 2.320 0.296 -0.39 -1.00 -0.57
H -1.378 -2.842 -1.210 -0.03 -0.41 0.44
H -1.301 -3.527 0.285 0.39 -0.32 -0.14
H -1.797 -1.676 1.352 0.46 0.20 0.10
H -2.833 -0.986 0.061 1.27 -1.30 0.25
H -1.048 -0.313 -1.163 -0.18 -0.39 0.43
H -0.734 0.610 1.115 1.86 0.09 -0.38
H 0.711 -0.529 1.011 1.68 -0.75 1.66
H 1.404 0.299 -1.329 -0.71 1.12 1.84
H 0.170 1.605 -1.249 0.23 -1.00 1.14
```
Positions in Å, forces in eV/Å.

As for the total charge: -1. The SMILES is NCNCC[S-]. For the HOMO energy, the calculation gives -2.41 eV. The value obtained for the total energy is -627.37954 hartree.

---

# 2
The following is a quantum chemistry calculation of a structure of composition C27H44N5O6PtSSi2, from OMol25.

```
86
Properties=species:S:1:pos:R:3:forces:R:3
Pt 0.138 0.442 -0.274 -0.03 -0.31 0.81
O 7.005 0.115 -1.823 -0.05 -0.01 -0.01
C 6.598 0.368 -0.498 0.00 -0.03 0.03
C 5.102 0.266 -0.418 -0.05 -0.01 -0.02
C 4.428 0.618 0.748 -0.02 -0.01 -0.05
C 3.055 0.505 0.779 0.06 0.02 0.09
N 2.337 0.064 -0.257 -0.30 -0.06 0.03
C 2.973 -0.266 -1.383 -0.04 -0.10 -0.22
C 4.352 -0.179 -1.496 0.07 0.04 -0.01
C 2.108 -0.748 -2.495 -0.11 0.02 0.08
C 2.629 -1.379 -3.613 -0.01 0.01 0.04
C 1.770 -1.869 -4.585 -0.06 -0.02 -0.03
C 2.315 -2.587 -5.797 -0.02 -0.03 0.00
O 3.644 -2.231 -6.098 0.04 0.07 -0.02
C 0.404 -1.727 -4.381 0.05 -0.05 0.02
C -0.039 -1.081 -3.242 0.08 -0.06 0.00
N 0.786 -0.578 -2.327 0.11 0.33 -0.23
H 7.964 0.137 -1.872 0.07 0.00 0.00
H 6.903 1.365 -0.163 -0.01 0.00 -0.01
H 7.026 -0.363 0.199 0.00 0.03 -0.01
H 4.959 0.983 1.617 0.00 0.00 0.01
H 2.495 0.788 1.662 0.00 0.01 0.01
H 4.856 -0.433 -2.414 0.01 0.01 0.00
H 3.693 -1.508 -3.742 0.01 -0.02 0.00
H 1.645 -2.439 -6.648 0.01 0.01 0.00
H 2.328 -3.659 -5.582 -0.02 0.01 -0.02
H 3.653 -1.397 -6.581 0.00 -0.07 0.02
H -0.314 -2.107 -5.096 -0.01 0.00 -0.02
H -1.094 -0.965 -3.047 -0.03 0.04 -0.02
C -0.450 1.567 3.032 -0.05 -0.08 -0.01
Si -1.114 2.563 1.582 0.01 0.09 -0.04
C 0.179 3.850 1.129 -0.05 -0.01 0.04
C -2.668 3.391 2.236 0.05 -0.04 -0.01
C -1.587 1.513 0.066 0.03 -0.16 -0.03
Si -2.071 2.443 -1.488 -0.04 -0.10 -0.25
C -3.277 3.851 -1.210 0.04 -0.01 0.07
C -2.900 1.250 -2.687 -0.07 0.08 0.04
C -0.525 3.124 -2.318 -0.06 -0.01 -0.02
H -0.386 2.220 3.906 -0.01 0.03 0.01
H 0.546 1.158 2.862 0.06 -0.03 -0.02
H -1.113 0.739 3.294 0.01 0.00 0.00
H 0.595 4.316 2.025 -0.02 0.00 0.01
H -0.248 4.647 0.517 -0.01 0.01 -0.03
H 1.010 3.417 0.566 0.03 -0.03 -0.01
H -2.456 3.899 3.180 0.03 -0.01 -0.01
H -3.445 2.650 2.433 -0.01 -0.01 0.00
H -3.078 4.126 1.548 -0.03 0.05 -0.05
H -2.478 0.970 0.410 0.04 -0.10 -0.03
H -4.140 3.538 -0.619 -0.01 -0.01 -0.01
H -3.648 4.210 -2.173 0.02 -0.02 -0.01
H -2.815 4.698 -0.704 0.02 0.04 0.05
H -3.636 0.616 -2.185 0.01 -0.01 0.00
H -2.175 0.613 -3.187 0.02 -0.03 -0.03
H -3.431 1.798 -3.468 0.01 0.03 0.00
H -0.108 3.975 -1.778 0.01 0.01 0.02
H -0.775 3.462 -3.327 0.02 0.00 0.01
H 0.266 2.375 -2.423 0.02 -0.05 0.00
C -6.138 -6.472 1.228 -0.02 0.02 -0.02
C -4.880 -5.637 1.024 0.03 -0.02 0.03
S -3.670 -6.089 2.254 0.02 0.07 -0.09
O -3.211 -7.417 1.966 0.01 -0.03 -0.01
O -4.195 -5.748 3.549 -0.01 0.01 0.04
C -2.294 -4.979 1.951 -0.03 -0.04 0.04
C -2.541 -3.614 2.575 0.02 0.01 -0.01
N -1.477 -2.663 2.222 -0.02 -0.05 -0.02
C -1.545 -1.786 1.199 0.11 -0.03 -0.06
N -0.416 -1.081 1.120 0.10 0.42 -0.06
C 0.414 -1.531 2.103 -0.02 0.04 -0.01
C -0.231 -2.506 2.788 0.11 -0.03 0.05
N 0.294 -3.263 3.894 0.08 -0.09 0.33
O 1.389 -2.929 4.301 -0.29 -0.05 -0.21
O -0.385 -4.172 4.343 0.12 0.24 -0.22
C -2.685 -1.728 0.250 -0.01 0.02 0.00
H -6.881 -6.198 0.481 0.00 0.00 0.00
H -6.559 -6.299 2.217 0.00 0.00 0.00
H -5.916 -7.532 1.122 0.00 -0.01 0.00
H -5.081 -4.570 1.141 -0.01 0.01 0.01
H -4.421 -5.818 0.052 0.01 -0.02 0.00
H -2.121 -4.931 0.874 -0.03 -0.01 -0.02
H -1.443 -5.476 2.416 0.02 0.01 0.03
H -2.594 -3.701 3.655 -0.01 0.00 -0.01
H -3.477 -3.180 2.229 0.01 0.02 -0.01
H 1.403 -1.148 2.264 0.03 0.00 0.04
H -2.847 -2.707 -0.207 -0.01 0.00 0.02
H -2.454 -1.009 -0.531 0.01 0.02 -0.01
H -3.608 -1.426 0.745 -0.01 0.03 -0.01
```
Positions in Å, forces in eV/Å.

As for the total charge: +1. For the HOMO energy (spin up / spin down), the calculation gives -10.72 / -10.75 eV. The value obtained for the total energy is -2876.68992 hartree.

---

# 3
The following is a quantum chemistry calculation of a cluster of 2 separate species, C4H8N4 in total, from OMol25.

```
16
Properties=species:S:1:pos:R:3:forces:R:3
C 0.230 -0.994 1.200 -0.49 -1.01 1.13
C -0.822 0.798 -0.187 0.34 1.19 1.37
C 0.703 0.609 -0.239 0.67 2.07 -1.31
C -1.523 -0.436 -0.199 0.27 -0.61 -1.52
N 1.192 -0.156 -1.323 -0.42 0.28 0.54
N -1.404 1.868 0.233 0.63 -0.94 -0.64
N 1.342 1.634 0.255 -0.59 -1.11 -0.48
N -2.195 -1.169 -0.893 -0.76 1.13 1.22
H 0.715 -1.029 -1.507 0.30 0.09 0.04
H 2.201 -0.186 -1.377 -0.22 -0.25 0.02
H -0.655 2.563 0.354 -0.18 -0.13 0.01
H 2.267 1.733 -0.161 0.08 -0.22 0.25
H -3.075 -1.584 -0.583 0.70 -0.78 -0.16
H -0.227 -0.644 2.122 -0.33 -0.14 -0.04
H -0.048 -2.010 0.922 -0.22 -0.03 0.17
H 1.300 -0.996 1.382 0.21 0.47 -0.59
```
Positions in Å, forces in eV/Å.

As for the total charge: 0. For the HOMO energy (spin up / spin down), the calculation gives -7.79 / -8.27 eV. The value obtained for the total energy is -376.03079 hartree.

---

# 4
The following is a quantum chemistry calculation of a structure of composition C28H33InN7, from OMol25.

```
69
Properties=species:S:1:pos:R:3:forces:R:3
In 0.078 0.321 0.244 0.12 0.00 0.07
C 3.107 0.059 -0.470 0.04 -0.01 -0.03
C 2.509 0.878 -1.596 -0.02 0.02 0.01
N 1.104 0.453 -1.836 -0.04 0.01 -0.03
C 1.005 -0.835 -2.560 -0.01 0.00 0.03
C 0.465 -2.012 -1.753 0.03 0.06 0.03
C 0.117 -3.127 -2.619 0.01 0.00 0.00
C -0.474 -4.293 -2.326 0.01 -0.01 -0.01
C -0.888 -4.834 -1.010 -0.01 0.02 0.01
C -0.409 -2.700 0.429 -0.05 -0.05 0.00
C 0.125 -2.410 1.851 0.04 0.00 0.00
N 0.229 -0.963 2.194 -0.12 -0.01 -0.02
C 1.514 -0.679 2.875 0.11 0.02 -0.03
C 2.647 -0.642 1.857 -0.06 -0.04 0.07
N 2.341 0.305 0.768 0.00 0.03 0.00
N 0.345 -1.835 -0.488 -0.02 -0.02 -0.05
H 4.161 0.309 -0.342 0.00 0.00 0.00
H 3.050 -1.006 -0.700 0.00 0.00 0.02
H 3.101 0.769 -2.505 0.01 -0.01 0.00
H 2.498 1.939 -1.332 0.00 0.01 -0.01
H 0.657 1.165 -2.405 0.02 -0.01 -0.02
H 1.979 -1.112 -2.974 0.00 -0.01 -0.01
H 0.337 -0.708 -3.414 0.00 -0.01 0.00
H 0.344 -2.947 -3.664 0.00 -0.01 0.00
H -0.688 -4.940 -3.171 0.00 0.00 0.00
H -1.982 -4.799 -0.973 0.00 0.00 0.00
H 1.117 -2.852 1.930 0.00 -0.01 -0.01
H -0.511 -2.912 2.580 0.00 0.00 0.00
H -0.530 -0.728 2.827 0.02 0.00 0.02
H 1.727 -1.439 3.628 0.00 0.00 0.00
H 1.424 0.270 3.399 -0.01 0.05 -0.02
H 2.790 -1.627 1.410 -0.01 0.01 -0.02
H 3.582 -0.383 2.356 0.00 0.00 0.00
H 2.573 1.239 1.088 -0.01 0.01 0.02
C -0.241 -4.206 0.213 0.00 0.00 -0.01
C -1.845 -2.180 0.386 0.00 0.04 0.00
C -3.000 -2.895 0.649 0.00 0.01 -0.01
C -4.217 -2.223 0.594 0.02 -0.01 0.00
C -4.263 -0.874 0.265 0.00 0.01 -0.01
C -3.063 -0.222 0.036 0.07 -0.05 0.00
N -1.905 -0.873 0.132 -0.07 0.10 0.01
C -2.902 1.201 -0.361 -0.10 -0.07 0.05
C -3.947 1.953 -0.863 0.00 0.05 0.02
C -3.695 3.256 -1.266 0.01 -0.08 0.03
C -2.417 3.768 -1.136 -0.06 0.06 0.01
C -1.411 2.964 -0.616 -0.01 0.09 -0.05
N -1.660 1.704 -0.250 0.08 -0.17 -0.13
C -0.057 3.501 -0.317 0.04 -0.05 0.03
C 0.409 4.658 -0.909 0.00 0.05 -0.10
C 1.559 5.252 -0.405 0.00 -0.01 0.01
C 2.141 4.702 0.716 0.03 -0.07 0.00
C 1.645 3.506 1.240 0.08 0.04 -0.07
C 2.234 2.988 2.522 0.02 0.00 0.00
N 0.611 2.865 0.669 -0.11 0.07 0.20
H -0.657 -5.902 -1.004 0.00 0.00 0.00
H -0.611 -4.720 1.103 -0.01 0.00 0.00
H 0.833 -4.404 0.184 0.00 0.01 0.00
H -2.966 -3.948 0.894 -0.01 0.00 0.00
H -5.136 -2.757 0.798 0.00 0.00 0.00
H -5.209 -0.356 0.209 0.00 -0.01 0.00
H -4.937 1.529 -0.951 0.00 0.01 0.00
H -4.491 3.871 -1.665 0.00 0.00 0.00
H -2.230 4.799 -1.395 0.08 0.02 -0.01
H -0.107 5.112 -1.742 -0.08 -0.01 0.01
H 1.950 6.159 -0.847 0.01 0.00 0.00
H 2.973 5.189 1.208 0.00 0.00 -0.01
H 2.405 3.829 3.195 -0.03 -0.01 0.02
H 3.216 2.523 2.396 0.00 0.00 -0.01
H 1.551 2.306 3.020 -0.01 -0.04 0.00
```
Positions in Å, forces in eV/Å.

As for the total charge: +3. For the HOMO energy, the calculation gives -17.33 eV. The value obtained for the total energy is -1659.40755 hartree.